Density functional theory data (wB97M-V/def2-TZVPD) for one molecule with the formula C19H33NO3.

Each atom is followed by the atoms it is bonded to, with distances in Å.
Atoms and positions in Å:
1 C 0.902 3.295 0.016  C2 1.535, H24 1.089, H25 1.088, H26 1.087
2 C -0.524 2.740 0.130  C1 1.535, C3 1.540, C4 1.550, C5 1.532
3 C -0.965 2.962 1.589  C2 1.540, H27 1.089, H28 1.088, H29 1.087
4 C -1.411 3.544 -0.854  C2 1.550, H30 1.088, H31 1.089, H32 1.090
5 C -0.579 1.239 -0.169  C2 1.532, C6 1.387, C22 1.404
6 C 0.589 0.517 -0.369  C5 1.387, C7 1.384, H33 1.076
7 C 0.576 -0.855 -0.556  C6 1.384, C8 1.507, C16 1.384
8 C 1.882 -1.589 -0.722  C7 1.507, N9 1.459, H34 1.094, H35 1.102
9 N 2.891 -1.106 0.216  C8 1.459, C10 1.451, C13 1.453
10 C 4.212 -1.003 -0.375  N9 1.451, C11 1.536, H36 1.094, H37 1.103
11 C 4.340 0.281 -1.208  C10 1.536, O12 1.406, H38 1.092, H39 1.099
12 O 5.599 0.393 -1.825  C11 1.406, H40 0.964
13 C 2.871 -1.822 1.480  N9 1.453, C14 1.534, H41 1.105, H42 1.092
14 C 1.612 -1.501 2.295  C13 1.534, O15 1.402, H43 1.098, H44 1.093
15 O 1.484 -0.128 2.546  C14 1.402, H45 0.968
16 C -0.638 -1.521 -0.576  C7 1.384, C17 1.386, H46 1.077
17 C -1.840 -0.851 -0.413  C16 1.386, C18 1.525, C22 1.406
18 C -3.170 -1.595 -0.443  C17 1.525, C19 1.535, C20 1.533, C21 1.535
19 C -4.042 -1.042 -1.579  C18 1.535, H47 1.084, H48 1.088, H49 1.088
20 C -2.996 -3.098 -0.687  C18 1.533, H50 1.088, H51 1.088, H52 1.088
21 C -3.883 -1.425 0.905  C18 1.535, H53 1.088, H54 1.088, H55 1.084
22 C -1.796 0.539 -0.201  C5 1.404, C17 1.406, O23 1.365
23 O -2.985 1.187 -0.026  C22 1.365, H56 0.962
24 H 0.884 4.363 0.230  C1 1.089
25 H 1.299 3.157 -0.987  C1 1.088
26 H 1.570 2.830 0.736  C1 1.087
27 H -0.951 4.025 1.825  C3 1.089
28 H -0.277 2.451 2.260  C3 1.088
29 H -1.962 2.580 1.795  C3 1.087
30 H -0.876 4.425 -1.203  C4 1.088
31 H -1.662 2.953 -1.733  C4 1.089
32 H -2.330 3.906 -0.392  C4 1.090
33 H 1.547 1.006 -0.390  C6 1.076
34 H 2.244 -1.422 -1.740  C8 1.094
35 H 1.719 -2.673 -0.605  C8 1.102
36 H 4.953 -0.958 0.429  C10 1.094
37 H 4.462 -1.869 -1.009  C10 1.103
38 H 3.616 0.288 -2.024  C11 1.092
39 H 4.143 1.147 -0.561  C11 1.099
40 H 6.282 0.381 -1.145  O12 0.964
41 H 2.936 -2.916 1.343  C13 1.105
42 H 3.735 -1.495 2.064  C13 1.092
43 H 0.719 -1.881 1.780  C14 1.098
44 H 1.684 -1.988 3.270  C14 1.093
45 H 1.451 0.307 1.682  O15 0.968
46 H -0.627 -2.588 -0.722  C16 1.077
47 H -4.273 0.005 -1.416  C19 1.084
48 H -3.524 -1.142 -2.531  C19 1.088
49 H -4.977 -1.596 -1.633  C19 1.088
50 H -2.419 -3.565 0.108  C20 1.088
51 H -2.516 -3.292 -1.644  C20 1.088
52 H -3.977 -3.570 -0.705  C20 1.088
53 H -3.252 -1.796 1.711  C21 1.088
54 H -4.815 -1.986 0.907  C21 1.088
55 H -4.109 -0.381 1.095  C21 1.084
56 H -2.823 2.133 0.035  O23 0.962

Computed properties:
- SMILES: CC(C)(C)c1cc(CN(CCO)CCO)cc(C(C)(C)C)c1O
- ΔE to the lowest compared entry with this formula, charge and spin: 37.2 kJ/mol
- LUMO level: 0.025 Eh
- M: 323.5 g/mol
- Largest force on an atom: 0.00968 hartree/bohr
- Orbital gap: 8.913 eV
- E_tot: -27870.9984 eV

These are the Mulliken partial charges, in e, on atoms 1 to 8: number 1, C, carries -2.271; number 2, C, carries 1.540; number 3, C, carries -1.580; number 4, C, carries -1.911; number 5, C, carries 0.481; number 6, C, carries -0.480; number 7, C, carries -0.413; number 8, C, carries -1.785